No. 1
An isolated molecule of C3H3FO2 in a non-equilibrium geometry. Source: OMol25; level of theory: ωB97M-V with the def2-TZVPD basis set.

```
! RIJCOSX wB97M-V def2-TZVPD def2/J DEFGRID3
* xyz 0 1
C 0.1851 -1.2314 -0.3477
H 0.9914 -1.3615 0.3025
H -0.0352 -2.1555 -0.7439
O -0.6875 2.1365 -0.1850
F -1.2238 0.1093 -1.4959
H 0.5263 0.2636 1.5802
C -0.2989 -0.0560 -0.5967
C -0.1081 1.1455 0.1631
O 0.6507 1.1495 1.3234
*
```

* energy relative to the best compared isomer or geometry (same formula, charge and spin): 0.775 eV
* energy: -366.4196 Eh
* HOMO: -10.97 eV
* lowest unoccupied orbital energy: -0.018 eV
* Kohn-Sham gap: 10.96 eV
* SMILES string: C=C(F)C(=O)O


No. 2
An isolated molecule of C3H3FO2 in a non-equilibrium geometry. Source: OMol25; level of theory: ωB97M-V with the def2-TZVPD basis set.

```
! RIJCOSX wB97M-V def2-TZVPD def2/J DEFGRID3
* xyz 0 1
F 2.0700 -0.5010 -0.5094
H 1.2311 -0.5252 1.2921
C 0.9427 -0.6226 0.2348
H 0.3869 -1.5741 0.0963
C -1.3929 0.3334 -0.2515
O -1.9794 -0.7276 -0.1903
O 0.5668 1.7507 -0.0810
C 0.0787 0.6318 0.0145
H -1.9038 1.2346 -0.6055
*
```

* energy relative to the best compared isomer or geometry (same formula, charge and spin): 1.028 eV
* energy: -366.4103 Eh
* HOMO: -10.31 eV
* lowest unoccupied orbital energy: -1.253 eV
* Kohn-Sham gap: 9.06 eV
* SMILES string: O=CC(=O)CF


No. 3
A structure of composition C3H3FO2Sc in a non-equilibrium geometry. Source: OMol25; level of theory: ωB97M-V with the def2-TZVPD basis set.

```
! RIJCOSX wB97M-V def2-TZVPD def2/J DEFGRID3
* xyz 2 2
O 0.6697 -0.6889 -0.7809
F -1.1897 1.4120 -0.7850
H -1.6777 0.6377 1.0171
C 1.2549 -0.0319 0.2377
O 0.3542 0.8512 0.7308
C -0.6389 -0.9050 -0.2277
C -0.9311 0.5111 0.2289
H -1.3014 -1.2861 -1.0067
Sc 3.3706 0.8826 -0.2305
H 0.0895 -1.3826 0.8164
*
```

* energy relative to the best compared isomer or geometry (same formula, charge and spin): 0.482 eV
* energy: -1126.2911 Eh
* HOMO (alpha / beta): -19.25 / -19.71 eV
* lowest unoccupied orbital energy (alpha / beta): -11.108 / -11.077 eV
* Kohn-Sham gap (alpha / beta): 8.14 / 8.63 eV


No. 4
An isolated molecule of C3H3FOS in a non-equilibrium geometry. Source: OMol25; level of theory: ωB97M-V with the def2-TZVPD basis set.

```
! RIJCOSX wB97M-V def2-TZVPD def2/J DEFGRID3
* xyz 0 1
H 0.8175 0.8644 -1.0380
S -1.2323 -1.1434 0.0550
H 0.9986 -1.7733 0.6847
C 0.5471 -1.0446 0.1045
C -1.4906 0.5926 0.2606
F 2.4264 0.3249 -0.2713
C 1.1258 0.0302 -0.4458
H -0.6210 1.0742 0.6636
O -2.5716 1.0750 -0.0135
*
```

* energy relative to the best compared isomer or geometry (same formula, charge and spin): 0.880 eV
* energy: -689.3497 Eh
* HOMO: -9.54 eV
* lowest unoccupied orbital energy: 0.646 eV
* Kohn-Sham gap: 10.19 eV
* SMILES string: O=CS/C=C/F


No. 5
An isolated molecule of C3H3FP2 in a non-equilibrium geometry. Source: OMol25; level of theory: ωB97M-V with the def2-TZVPD basis set.

```
! RIJCOSX wB97M-V def2-TZVPD def2/J DEFGRID3
* xyz 0 1
H -0.9788 -0.5628 -0.9723
P 0.9904 -0.0762 1.2435
C 0.0136 -0.3843 -1.2723
F 0.2654 -0.3651 -2.6090
C 1.0194 -0.1398 -0.4448
H 2.1314 -0.1252 -0.9635
P -2.0687 0.7583 0.7499
C -0.6586 0.3226 1.6538
H -0.7141 0.5725 2.6147
*
```

* energy relative to the best compared isomer or geometry (same formula, charge and spin): 2.358 eV
* energy: -898.5258 Eh
* HOMO (alpha / beta): -7.77 / -8.31 eV
* lowest unoccupied orbital energy (alpha / beta): -1.191 / -1.911 eV
* Kohn-Sham gap (alpha / beta): 6.58 / 6.40 eV


No. 6
A structure of composition C3H3GdLiO3 in a non-equilibrium geometry. Source: OMol25; level of theory: ωB97M-V with the def2-TZVPD basis set.

```
! RIJCOSX wB97M-V def2-TZVPD def2/J DEFGRID3
* xyz 2 9
O 0.9718 0.4867 0.6137
H 0.2971 -0.3334 -1.1927
C -1.3397 0.2992 0.0320
C 2.2407 0.1368 0.5704
Li -3.9858 1.0518 -0.8849
C 0.0171 -0.2962 -0.1295
O -2.0633 0.7457 -0.8301
Gd 4.9088 -0.1530 0.8532
O 2.5734 -0.8886 -0.0885
H -0.0180 -1.3275 0.2541
H -3.6020 0.2785 0.8023
*
```

* energy relative to the best compared isomer or geometry (same formula, charge and spin): 3.410 eV
* energy: -1114.2399 Eh
* HOMO (alpha / beta): -15.51 / -15.37 eV
* lowest unoccupied orbital energy (alpha / beta): -8.346 / -8.034 eV
* Kohn-Sham gap (alpha / beta): 7.16 / 7.34 eV


No. 7
A structure of composition C3H3GdO2 in a non-equilibrium geometry. Source: OMol25; level of theory: ωB97M-V with the def2-TZVPD basis set.

```
! RIJCOSX wB97M-V def2-TZVPD def2/J DEFGRID3
* xyz 2 8
C 0.3587 0.5258 0.3572
O -0.2543 1.0567 1.2903
C -0.3951 -0.7111 -0.1163
O 1.5898 0.7073 0.0749
H 0.2338 -1.6084 -0.1803
Gd 3.2509 1.0659 -1.4677
H -2.2579 0.1196 0.3818
H -0.9236 -0.4526 -1.0718
C -1.6024 -0.7031 0.7320
*
```

* energy relative to the best compared isomer or geometry (same formula, charge and spin): 5.599 eV
* energy: -1031.3212 Eh
* HOMO (alpha / beta): -18.25 / -18.64 eV
* lowest unoccupied orbital energy (alpha / beta): -10.170 / -10.436 eV
* Kohn-Sham gap (alpha / beta): 8.07 / 8.20 eV


No. 8
A structure of composition C3H3HgO in a non-equilibrium geometry. Source: OMol25; level of theory: ωB97M-V with the def2-TZVPD basis set.

```
! RIJCOSX wB97M-V def2-TZVPD def2/J DEFGRID3
* xyz 0 2
Hg 0.5838 0.0719 0.8216
C 1.5063 0.2547 -1.7675
H 2.4410 0.7317 -1.5109
C 0.5470 -0.4763 -1.9024
H -2.3854 -0.2842 2.5380
C -1.4427 -0.1056 1.9137
O -1.0991 1.0978 1.9364
H -0.1508 -1.2899 -2.0289
*
```

* energy relative to the best compared isomer or geometry (same formula, charge and spin): 0.000 eV
* energy: -344.5412 Eh
* HOMO (alpha / beta): -7.61 / -7.46 eV
* lowest unoccupied orbital energy (alpha / beta): 0.783 / -1.367 eV
* Kohn-Sham gap (alpha / beta): 8.39 / 6.09 eV